[1]
The following is a DFT calculation (wB97M-V/def2-TZVPD) of 9 unconnected molecules or ions with the total composition C6H30N12O9 at a distorted geometry.

```
57
Properties=species:S:1:pos:R:3:forces:R:3
N -7.8318 -0.6832 -2.2688 3.83 4.16 -5.63
H 4.6969 4.3505 -1.2143 -0.22 -0.06 0.21
C 1.3630 1.2427 1.0623 1.49 1.45 0.78
O -5.7252 3.9325 -0.1854 1.79 -1.27 -1.28
H -7.2053 3.7169 1.8581 0.10 0.33 -0.21
H 5.5526 4.0655 -2.4303 0.07 -0.14 -0.17
O 1.5002 2.4706 1.0974 -0.19 -1.07 -0.20
N 10.7923 -0.5626 1.2411 0.71 0.74 -1.18
H 4.1712 -5.9646 2.6120 -0.19 -0.32 0.18
H -6.6853 -1.0644 5.0682 -0.10 -0.23 0.01
H 2.0953 -8.2279 3.4428 -1.40 -0.73 -0.09
N 0.1471 0.6593 1.0812 -1.04 0.85 -0.39
H -6.9555 -0.2599 -1.9988 -0.15 0.05 -0.76
N 1.4841 -7.4612 3.2004 -1.28 -1.73 0.65
H -7.1219 -0.7728 -0.0107 -0.29 -0.35 0.27
C 10.3239 -1.4662 2.1405 -3.69 -0.72 -1.07
N -6.8947 5.8392 -0.3401 0.07 3.83 -3.64
H -5.5435 -0.0896 4.8739 0.25 0.06 -0.04
H -1.2538 7.9370 -0.9686 -0.10 0.19 0.08
H 2.0998 -0.5996 0.9649 0.48 0.06 0.11
H 3.3530 0.5160 1.3078 -0.50 0.56 -0.14
H 1.3318 0.9806 -5.9288 0.07 -0.50 -0.22
N 1.2603 -1.4397 -5.2865 0.17 -1.93 4.26
H 1.2716 0.5225 -7.6265 -0.04 0.69 0.31
H 10.3898 -0.3886 0.3313 -0.39 -0.63 0.43
H 1.1375 -0.8275 -4.4926 0.11 -0.24 -0.28
H -6.5079 5.9351 -1.2681 -0.36 0.63 0.01
H -0.6517 6.5654 -0.7494 0.08 -0.23 0.15
H 11.8764 -1.0580 3.3837 -0.26 -0.32 0.38
H -7.8598 5.3115 1.5716 0.11 -0.62 0.39
O -0.8262 7.2155 -1.4300 0.03 0.02 -0.24
O 9.2644 -2.1346 1.9929 2.27 1.23 -0.24
C -8.4255 -1.3896 -1.4369 -3.45 -2.73 2.91
H -0.0799 -0.2999 1.3012 0.11 0.46 0.03
N -7.2508 4.5546 1.2957 -1.79 -0.96 3.30
C -6.5396 4.7186 0.1955 -0.31 -1.88 1.88
C 2.2006 -6.4606 2.7475 -1.58 5.13 -1.74
N -7.9176 -1.3535 -0.2337 1.53 -0.22 3.95
H 1.3719 -2.4343 -5.1507 -0.16 0.28 0.29
N 3.4917 -6.6483 2.9137 2.40 -0.35 0.22
C 1.2722 -1.0688 -6.5238 -0.27 -0.68 -1.98
H 0.5858 -7.5192 2.7424 0.06 -0.66 0.44
H -8.0988 -0.8272 -3.2322 0.33 0.41 0.12
O 1.2814 -1.9394 -7.4106 0.19 1.82 0.01
N 1.2201 0.2798 -6.6474 -0.06 0.56 -2.39
H -0.4983 1.4340 1.1402 -0.78 -0.76 0.07
O 1.6869 -5.4082 2.2769 1.04 -1.91 0.55
H -7.7618 6.2936 -0.0914 0.38 -0.10 -0.44
O -6.4601 -0.1373 5.1457 -0.14 0.18 0.02
H 11.6499 -0.0428 1.3617 -0.18 -0.30 0.39
H 3.7321 -7.5654 3.2617 0.94 0.61 -0.22
O 5.3448 4.7503 -1.7946 0.13 0.19 -0.02
N 10.9579 -1.4710 3.3071 1.05 -0.22 1.24
H 10.5913 -2.1502 3.9585 0.48 0.21 0.04
O -9.4331 -2.0062 -1.6660 -2.04 -1.64 -0.76
H -8.3599 -1.9342 0.4643 0.25 0.36 -0.09
N 2.3899 0.3646 1.0441 0.44 -1.57 -0.29
```
Forces are in eV/Å.

Results
SMILES: NC(N)=O.NC(N)=O.NC(N)=O.NC(N)=O.NC(N)=O.NC(N)=O.O.O.O
Kohn-Sham gap: 9.80 eV
Total charge: 0
HOMO energy: -0.3510 Ha
ΔE to the lowest compared entry with this formula, charge and spin: 99.1 kcal per mole



[2]
The following is a DFT calculation (wB97M-V/def2-TZVPD) of 8 unconnected molecules or ions with the total composition C6H30N2O7 at a distorted geometry.

```
45
Properties=species:S:1:pos:R:3:forces:R:3
N 1.9011 3.0720 0.7420 0.70 -0.01 0.57
H -2.8780 -1.9918 2.5859 -0.13 0.01 -0.03
H -3.3113 0.9741 -0.3180 -0.10 -1.73 1.16
H -1.0455 0.0864 -0.8740 0.06 0.14 -0.13
H -2.7044 -0.6178 0.5195 -0.84 -0.03 -0.09
H -3.7390 0.7300 1.3892 -0.35 -1.01 0.07
C -1.7107 1.2657 1.0155 0.27 -0.97 0.68
H -0.4406 1.7081 -4.8452 0.15 -0.52 0.32
H 1.9065 1.5095 -3.0990 0.00 -0.15 -0.13
O -1.3784 -0.4221 -1.6194 0.40 -0.42 0.15
H 0.3792 2.7865 2.0682 -0.13 -0.96 -0.37
O -2.8979 -2.9067 2.8872 0.23 0.11 -0.04
C -0.5471 0.3477 1.6060 -1.40 0.89 -2.65
H 3.8052 -0.8471 1.6335 -0.28 -0.14 0.51
H 0.2632 -4.1043 0.7827 0.23 -0.28 0.18
C 1.2099 2.1648 1.6659 1.16 1.41 1.13
H -2.7991 1.7776 -3.4529 0.64 0.22 -0.74
H -0.7957 -0.6476 1.1891 0.57 0.12 0.70
H 1.9690 -0.0720 2.6654 -0.15 -0.04 0.13
O 0.4476 1.3245 -4.8253 0.50 0.20 -0.10
H -0.7297 -1.1340 -1.7318 -0.28 -0.06 -0.11
H 2.6217 0.4919 -2.1406 -0.01 0.08 -0.32
H 0.1228 -4.0190 -1.5957 0.26 0.38 0.33
H 0.4059 0.5201 -4.2945 -0.57 0.19 -0.09
H 1.5190 3.1828 -0.1876 0.00 -0.43 0.13
H -1.4419 1.9244 0.1810 0.50 -0.51 -0.09
C -3.0116 0.4161 0.6451 1.26 3.62 -0.96
N 1.7146 -0.3160 1.7173 0.62 0.01 0.89
H -0.6098 0.3818 2.6819 0.02 -0.33 0.41
H -2.7947 0.4011 -3.1496 0.82 -0.87 -0.18
H 1.1896 -3.5568 1.8420 0.22 0.00 -0.06
O 0.0275 -3.0680 -1.4480 0.19 0.71 0.81
H 3.3194 0.1407 0.3265 -0.44 -0.07 0.27
O 2.0954 1.2960 -2.1769 -0.07 0.11 0.39
O -2.3154 0.9849 -3.7563 -1.51 0.92 0.64
H 2.8045 -1.5489 0.3721 -0.01 0.39 0.34
H 1.1010 0.6647 0.1087 -0.91 0.47 -0.34
H 0.4609 -2.8000 -0.5949 -0.24 -0.93 -1.28
C 0.8543 0.7546 1.1680 0.56 -0.93 0.78
H -1.9165 1.9729 1.7984 -0.51 0.39 0.35
O 1.1975 -4.1028 1.0444 -0.56 0.31 0.07
H -1.9876 -3.0725 3.1548 -0.08 -0.08 0.07
C 2.9359 -0.6477 1.0106 0.62 -0.08 -1.64
H 2.9046 2.9052 0.7145 -0.48 -0.02 -0.34
H 1.8985 2.0912 2.5945 -0.94 -0.10 -1.39
```
Forces are in eV/Å.

Results
SMILES: CCC[C@@H](CN)NC.O.O.O.O.O.O.O
Kohn-Sham gap: 8.78 eV
Total charge: 0
HOMO energy: -0.3160 Ha
ΔE to the lowest compared entry with this formula, charge and spin: 73.4 kcal per mole



[3]
The following is a DFT calculation (wB97M-V/def2-TZVPD) of 9 unconnected molecules or ions with the total composition C6H30N6O9 at a distorted geometry.

```
51
Properties=species:S:1:pos:R:3:forces:R:3
C -4.2826 1.5946 6.8058 -1.39 -0.39 -1.08
O -4.4879 0.5540 -1.2334 0.06 -0.17 -0.20
N 0.9845 -2.7466 -5.9239 -2.83 3.90 3.33
C 3.4444 0.0991 3.8831 0.57 2.05 -3.40
H -5.3185 0.9542 -0.9758 -0.25 0.07 0.01
H -4.1379 2.6746 6.8338 0.17 -0.04 -0.06
N 4.0220 0.9582 4.7058 1.13 2.39 1.29
H -3.6978 2.5953 4.3926 0.56 0.23 -0.21
H 3.3853 3.3781 0.5794 0.03 -0.32 0.09
C -3.6292 1.5094 4.3294 -1.14 1.13 0.57
H -5.6700 1.3574 5.0580 0.02 0.45 0.23
H 4.5717 2.4383 -6.0962 -0.29 -0.58 -0.01
N 3.3128 3.5122 -4.5179 -0.49 2.03 1.23
O 2.3079 1.5295 -4.0447 1.19 0.23 -0.48
H 1.9304 -5.0473 -7.7461 -0.16 0.43 0.20
H -3.6814 -3.6991 -1.8240 0.09 -0.22 0.21
C -4.6666 1.0666 5.3693 1.58 -0.01 0.34
H 0.4052 0.3901 0.3259 0.27 0.09 0.19
H -3.9107 1.2738 3.3030 0.19 -0.46 0.09
N 1.3761 -4.4253 -7.1751 -2.22 -3.59 -2.15
O 3.1690 0.3468 2.7051 -0.53 0.23 0.58
H 3.8184 -1.3790 5.2267 -0.24 0.39 -0.07
H -3.7732 -2.2417 -2.2233 -0.09 0.35 0.08
C 3.1955 2.1755 -4.6088 -1.73 0.17 -0.34
H 3.9154 0.8112 -5.8692 0.47 0.18 -0.15
H -0.6688 -4.3965 0.7662 0.12 -0.08 0.17
H 4.4800 0.6202 5.5402 -0.19 0.48 -0.17
O -4.7067 -0.3418 5.4094 -0.21 -0.82 0.11
H 0.0282 -3.0625 -5.8474 0.34 0.55 0.53
H 4.2064 1.8903 4.3635 0.17 -0.32 0.15
H 1.4526 -2.0409 -5.3735 -1.12 0.38 0.41
N 4.0467 1.7633 -5.5588 0.76 -2.12 -0.51
H -3.9060 0.7090 -0.4894 0.26 0.03 0.19
O -3.7949 -3.1282 -2.5838 0.02 -0.07 -0.26
O 3.0708 -3.1833 -6.5415 0.63 0.43 0.82
C 1.8712 -3.4408 -6.4921 5.07 -1.18 -2.59
H -3.4399 1.0471 7.2281 0.08 0.11 -0.25
H 2.5480 4.0118 -4.0871 0.51 0.00 0.11
H 2.8341 -1.7984 3.9246 0.20 0.35 -0.18
O 3.3780 4.3267 0.4516 0.12 0.23 0.11
H 4.1522 3.9929 -4.8082 -0.47 0.01 0.18
H -2.6262 1.1932 4.6162 0.00 -0.08 -0.20
H -0.1909 -0.1208 -0.9686 0.06 0.03 -0.30
H -1.0839 -3.2398 -0.1180 0.07 0.33 -0.05
N 3.2879 -1.0522 4.4318 -1.15 -5.51 1.74
H 0.3747 -4.3590 -7.2888 0.29 -0.86 -0.52
O -1.2312 -4.1749 0.0240 -0.21 -0.18 -0.13
H -5.1664 1.3650 7.4009 0.15 0.05 0.38
H -3.8951 -0.6640 5.0106 0.00 -0.16 0.07
H 2.7555 4.4681 -0.2616 -0.14 0.04 -0.17
O -0.3591 -0.0648 -0.0280 -0.33 -0.17 0.11
```
Forces are in eV/Å.

Results
SMILES: NC(N)=O.NC(N)=O.NC(N)=O.CC(C)O.O.O.O.O.O
Kohn-Sham gap: 9.65 eV
Total charge: 0
HOMO energy: -0.3460 Ha
ΔE to the lowest compared entry with this formula, charge and spin: 71.5 kcal per mole



> What is the HOMO energy in the second record?

-0.3160 Ha